Density functional theory data (ωB97M-V/def2-TZVPD) for C24H25F4MnN2OS as an isolated structure.

XYZ file:
```
58
Properties=species:S:1:pos:R:3:forces:R:3:mulliken_charge:R:1
Mn -0.308 -0.728 0.249 -0.01 -0.06 0.06 0.90
C -2.659 -0.592 2.699 0.00 -0.01 -0.02 -1.33
C -3.287 -0.487 1.319 0.01 0.00 0.03 -0.67
N -2.375 0.050 0.284 0.01 0.02 -0.02 1.02
C -2.953 -0.177 -1.062 -0.01 0.01 -0.01 -0.70
C -2.617 -1.561 -1.590 0.02 0.00 -0.03 -0.92
C -2.100 1.492 0.510 0.03 0.00 0.00 -1.10
C -1.014 2.044 -0.416 -0.01 -0.01 0.02 -0.91
N 0.052 1.060 -0.530 0.00 0.01 0.00 -0.29
C 1.146 1.307 -1.314 0.02 0.02 -0.02 -0.17
C 2.006 0.234 -1.590 -0.01 0.03 -0.01 0.54
F 1.652 -0.995 -1.065 0.01 0.03 -0.02 0.14
C 3.146 0.323 -2.348 0.00 -0.02 0.00 -0.32
F 3.885 -0.779 -2.535 0.00 0.01 0.00 -0.29
C 3.517 1.527 -2.913 0.00 0.01 0.00 -0.50
C 2.690 2.607 -2.674 0.00 -0.01 -0.01 -0.01
F 2.998 3.797 -3.192 0.01 -0.01 0.00 -0.30
C 1.544 2.516 -1.903 -0.02 -0.02 0.02 0.67
F 0.819 3.634 -1.717 0.01 -0.01 0.00 -0.30
H -3.349 -1.099 3.373 0.00 0.01 0.00 0.43
H -2.436 0.378 3.139 0.00 0.00 0.00 0.38
H -1.737 -1.180 2.674 0.00 0.00 0.01 0.18
H -4.189 0.135 1.354 0.00 -0.01 0.00 0.32
H -3.597 -1.481 0.991 0.00 0.01 -0.01 0.45
H -2.545 0.570 -1.740 -0.01 0.00 0.01 0.33
H -4.036 -0.022 -1.022 0.00 0.00 0.00 0.42
H -1.541 -1.653 -1.797 -0.02 0.01 0.01 0.24
H -3.121 -1.741 -2.540 0.00 -0.01 0.00 0.52
H -2.908 -2.357 -0.904 -0.01 0.00 0.01 0.03
H -1.763 1.596 1.542 0.00 0.01 0.00 0.45
H -3.022 2.075 0.403 -0.01 -0.01 0.00 0.27
H -0.679 2.987 0.019 0.00 0.00 0.00 0.55
H -1.432 2.295 -1.397 0.00 -0.01 -0.01 0.53
H 4.411 1.622 -3.511 0.00 0.00 0.00 0.52
O 0.276 -2.305 1.326 0.00 0.03 0.00 -0.53
S 0.086 -3.793 1.622 0.01 -0.02 0.00 0.03
C 1.650 -4.536 1.214 0.01 0.04 -0.01 0.45
C 1.806 -5.888 1.489 -0.02 0.00 0.01 -0.51
C 3.014 -6.491 1.187 0.00 0.00 0.00 -0.58
C 4.045 -5.742 0.630 0.00 -0.01 0.00 -0.48
C 3.874 -4.389 0.376 0.00 0.01 0.00 -0.63
C 2.667 -3.770 0.672 0.00 -0.02 0.00 -0.16
C -0.935 -4.411 0.310 0.00 -0.01 -0.03 0.68
C -2.221 -4.805 0.655 -0.01 -0.02 0.00 -0.55
C -3.078 -5.251 -0.343 0.00 0.00 0.01 -0.58
C -2.643 -5.291 -1.659 0.00 0.00 -0.01 -0.51
C -1.352 -4.890 -1.992 0.00 0.00 0.01 -0.67
C -0.485 -4.452 -1.007 0.00 0.00 0.01 -0.33
H 0.999 -6.463 1.928 0.00 0.00 0.00 0.41
H 3.156 -7.543 1.391 0.00 0.00 0.00 0.40
H 4.989 -6.217 0.401 0.00 0.00 0.00 0.40
H 4.681 -3.808 -0.050 0.00 0.00 0.00 0.44
H 2.522 -2.715 0.487 0.00 0.00 0.00 0.39
H -2.540 -4.778 1.690 0.00 0.01 0.00 0.45
H -4.079 -5.573 -0.090 0.00 0.00 0.00 0.43
H -3.310 -5.645 -2.433 0.00 0.00 0.00 0.42
H -1.018 -4.937 -3.020 0.00 0.00 0.00 0.45
H 0.530 -4.162 -1.251 0.01 0.00 0.00 0.49
```
Forces are in eV/Å.

Its HOMO-LUMO gap (spin up / spin down) is 0.2683 / 0.2732 hartree. For the LUMO energy (spin up / spin down), the calculation gives -2.91 / -2.96 eV. Its charge is +1. Its spin multiplicity is 6.

---

Density functional theory data (ωB97M-V/def2-TZVPD) for a 12-piece molecular cluster, C56H118F6N12O16S6 overall.

XYZ file:
```
214
Properties=species:S:1:pos:R:3:forces:R:3:mulliken_charge:R:1
C -1.484 -1.211 7.470 1.58 -0.56 0.20 -0.89
C -2.405 -0.062 7.753 1.72 -0.18 0.83 -0.33
N -3.651 -0.651 8.173 -3.50 -1.82 -0.83 0.58
C -4.135 -0.909 9.469 -0.01 0.99 -0.84 -0.43
C -5.360 -1.487 9.347 0.76 -0.64 0.81 -0.55
N -5.571 -1.803 8.036 3.08 1.23 -1.59 0.37
C -4.518 -1.295 7.313 -0.03 0.58 2.09 -0.41
C -6.575 -2.665 7.514 -2.55 -0.60 -0.16 -0.88
H -2.024 -2.025 6.987 0.33 0.00 -0.24 0.32
H -0.992 -1.567 8.375 -0.45 -0.38 0.29 0.39
H -0.610 -0.888 6.904 -0.23 0.01 -0.56 0.13
H -2.318 0.600 6.891 -1.54 0.15 0.09 0.03
H -2.019 0.485 8.613 -0.18 0.25 -0.12 0.43
H -3.567 -0.694 10.362 -0.18 0.39 -0.20 0.47
H -6.009 -1.823 10.142 -0.01 0.04 -0.22 0.47
H -4.307 -1.475 6.270 -0.31 0.01 -0.28 0.26
H -6.902 -3.390 8.259 0.50 -0.06 0.18 0.36
H -6.388 -3.215 6.592 0.91 0.40 0.10 0.30
H -7.492 -2.107 7.323 0.08 0.35 -0.14 0.36
C 0.956 0.693 -0.846 -1.25 -0.04 0.46 1.14
C -0.588 0.993 -0.833 1.47 -0.49 -0.08 -0.52
N -1.306 0.309 0.284 -1.64 -1.05 2.84 0.83
C -2.102 -0.893 0.213 -0.11 1.28 2.13 -0.68
C -2.672 -1.106 1.482 1.12 0.72 -2.00 -0.86
N -2.265 -0.095 2.353 1.41 0.05 -3.24 1.04
C -1.416 0.724 1.609 -1.53 -0.78 -0.87 -1.68
C -2.616 -0.034 3.784 0.80 0.75 0.16 -1.32
H 1.441 1.382 -1.538 -0.05 0.03 -0.03 0.18
H 1.125 -0.327 -1.191 0.16 -0.10 0.05 -0.39
H 1.364 0.831 0.155 0.20 -0.06 -0.03 -0.13
H -0.965 0.612 -1.782 -0.48 0.04 0.30 -0.50
H -0.685 2.079 -0.827 -0.79 -0.12 0.57 0.16
H -2.299 -1.416 -0.711 0.21 0.20 0.08 0.58
H -3.370 -1.888 1.745 0.00 -0.01 0.36 0.86
H -1.044 1.674 1.963 0.00 0.14 0.09 1.11
H -1.878 -0.607 4.346 -0.05 -0.15 -0.09 0.35
H -3.606 -0.431 4.008 0.09 0.02 -0.57 0.41
H -2.533 1.009 4.086 -0.22 -0.01 -0.02 0.41
C -1.722 7.139 -1.327 -0.77 0.25 0.78 -1.26
C -0.336 6.643 -0.857 0.20 0.58 -0.21 0.15
C 0.000 6.721 0.659 -0.42 -0.62 -1.23 -0.91
N 1.349 5.986 0.936 0.00 0.77 0.13 0.57
C 2.481 6.698 0.114 0.25 -1.24 1.57 -1.28
C 1.350 4.478 0.702 -1.17 0.66 -0.43 -0.37
C 2.296 3.840 1.729 0.79 -0.78 -1.88 1.12
C 2.557 4.868 2.803 -0.54 -0.80 1.32 -0.73
C 1.613 5.961 2.449 0.15 3.51 -0.21 -0.81
H -2.088 6.590 -2.195 -0.02 -0.51 0.43 0.30
H -1.926 8.165 -1.634 1.29 0.50 -0.01 0.43
H -2.427 7.109 -0.497 -0.29 -0.90 -0.09 0.13
H 0.406 7.213 -1.418 0.26 -0.12 -0.02 0.32
H -0.249 5.597 -1.152 -0.07 -0.03 0.01 0.17
H -0.816 6.262 1.217 0.31 -0.62 0.21 0.30
H 0.028 7.755 1.002 0.70 -0.01 0.06 0.50
H 3.429 6.382 0.549 -0.02 -0.61 -0.04 0.42
H 2.579 7.775 0.257 -1.09 0.05 -0.17 0.27
H 2.446 6.352 -0.919 -0.23 0.29 0.18 0.51
H 1.529 4.281 -0.355 0.24 -0.13 0.12 0.68
H 0.298 4.284 0.912 -0.17 -0.77 0.13 -0.52
H 3.235 3.560 1.251 0.18 0.24 -0.23 -0.22
H 1.918 2.852 1.989 -0.35 0.33 0.64 -0.43
H 3.602 5.103 3.010 -0.03 0.27 -0.66 0.40
H 2.203 4.474 3.755 0.06 -0.05 0.09 0.31
H 1.897 7.007 2.568 0.90 0.00 0.63 0.53
H 0.730 5.965 3.088 -0.68 -0.75 -0.94 0.37
C 3.542 -3.025 -4.645 0.15 -1.31 -0.49 -1.60
C 3.801 -1.635 -4.121 1.00 -0.35 0.19 0.57
C 5.080 -1.612 -3.198 -0.47 1.14 -2.13 -1.01
N 5.537 -0.180 -2.848 -0.26 -0.89 3.05 1.86
C 5.791 0.885 -3.915 -1.27 -1.72 0.44 -1.60
C 4.632 0.356 -1.642 0.38 1.33 -0.64 0.15
C 5.521 1.442 -0.971 -1.34 -1.66 0.15 -1.09
C 6.881 0.804 -1.052 2.16 0.19 -1.48 -0.81
C 6.923 -0.305 -2.137 -2.46 -0.63 0.71 -0.80
H 2.490 -3.204 -4.871 0.01 0.11 0.15 0.26
H 3.899 -3.840 -4.016 -0.20 0.00 0.49 0.35
H 4.076 -3.211 -5.576 0.07 0.19 -0.13 0.45
H 2.891 -1.295 -3.627 0.33 0.36 0.29 -0.30
H 3.929 -1.084 -5.052 0.18 0.76 0.46 0.23
H 5.981 -2.055 -3.624 -0.22 -0.02 -0.89 0.46
H 4.942 -2.281 -2.349 -0.29 0.84 0.72 0.21
H 6.108 1.751 -3.334 0.17 0.08 -0.65 0.46
H 4.855 1.050 -4.450 0.10 0.35 0.03 0.25
H 6.520 0.417 -4.576 0.17 0.55 -0.07 0.21
H 3.665 0.766 -1.932 0.19 0.02 -0.90 -0.02
H 4.338 -0.442 -0.959 0.78 -0.37 -0.10 -0.24
H 5.426 2.416 -1.451 0.15 -0.14 -0.23 0.59
H 5.174 1.570 0.054 0.07 -0.09 0.03 0.22
H 7.564 1.550 -1.461 0.51 0.20 0.86 0.40
H 7.255 0.301 -0.161 -0.06 0.73 0.22 0.49
H 7.697 -0.402 -2.898 0.04 0.64 0.18 0.45
H 6.878 -1.255 -1.606 0.02 -0.18 -0.16 0.24
C -6.845 -3.546 -2.857 0.66 0.42 -0.72 -1.40
C -5.827 -4.683 -2.404 -1.58 0.66 0.43 -0.32
C -4.437 -4.163 -2.124 1.40 0.32 0.78 -0.13
N -3.349 -5.268 -1.762 0.12 -0.27 -1.32 0.67
C -3.477 -5.816 -0.317 -1.09 1.99 -1.29 -1.21
C -1.876 -4.742 -1.996 -1.09 -0.01 -1.20 -0.45
C -0.988 -6.000 -2.150 -2.17 0.17 0.66 -0.33
C -2.006 -6.936 -2.858 -0.73 -1.03 0.11 -0.87
C -3.472 -6.375 -2.787 1.91 -0.71 0.40 -0.90
H -7.897 -3.804 -2.976 0.06 -0.70 0.97 0.40
H -6.727 -3.139 -3.862 1.05 -0.44 -0.37 0.36
H -6.767 -2.615 -2.295 -0.03 -0.35 0.67 0.36
H -5.883 -5.522 -3.098 0.27 0.21 -0.18 0.35
H -6.203 -5.062 -1.454 -0.24 -0.15 0.04 0.32
H -4.380 -3.504 -1.257 -0.53 -0.04 0.22 0.40
H -4.048 -3.521 -2.915 0.31 -0.55 -0.45 -0.16
H -4.516 -6.135 -0.233 0.30 -0.58 0.14 0.32
H -3.454 -4.894 0.264 0.38 -0.28 0.61 0.61
H -2.710 -6.539 -0.041 -0.25 0.08 -0.33 0.35
H -1.690 -4.030 -1.192 0.27 -0.06 -0.18 0.42
H -1.939 -4.266 -2.975 -0.03 0.45 0.27 -0.05
H -0.769 -6.207 -1.102 0.45 -1.05 -0.22 0.26
H -0.106 -6.022 -2.790 0.04 0.99 0.41 0.30
H -2.090 -7.935 -2.431 0.61 -0.05 0.08 0.34
H -1.717 -7.073 -3.900 -0.01 0.08 0.06 0.40
H -4.133 -7.172 -2.447 -0.15 0.38 0.19 0.44
H -3.793 -6.083 -3.787 -0.07 0.75 0.40 0.43
C 1.168 2.296 -4.626 -0.46 -0.02 1.01 -0.96
C 1.570 3.526 -5.399 0.27 -0.35 -1.19 -0.42
C 0.534 3.852 -6.475 1.77 0.61 -0.84 -0.73
N 0.936 5.148 -7.288 0.70 2.17 -0.54 1.10
C 2.468 5.281 -7.727 -1.48 -0.32 1.74 -1.53
C 0.132 5.388 -8.555 -2.01 1.00 1.54 -0.66
C 0.011 6.977 -8.777 1.05 -1.80 -0.81 -0.65
C 0.418 7.575 -7.466 0.55 -0.37 1.35 -0.56
C 0.509 6.396 -6.472 0.35 0.06 -0.43 -1.00
H 1.901 2.111 -3.841 0.19 0.08 0.11 0.41
H 1.151 1.378 -5.213 -0.17 0.21 -0.26 0.32
H 0.209 2.415 -4.121 -0.18 -0.13 -0.04 0.39
H 2.495 3.189 -5.866 0.37 0.54 -0.32 0.17
H 1.807 4.422 -4.825 -0.12 -0.17 0.46 0.02
H -0.426 4.012 -5.984 -0.17 0.14 -0.64 0.29
H 0.555 3.087 -7.251 -0.53 -0.19 0.25 0.28
H 2.694 6.087 -8.425 -0.91 -0.12 -0.37 0.38
H 2.727 4.299 -8.122 0.37 0.23 0.26 0.36
H 2.955 5.615 -6.811 0.47 -0.82 0.00 0.49
H 0.361 4.697 -9.367 0.26 0.33 0.11 0.42
H -0.871 5.216 -8.163 -0.26 -0.84 -0.54 0.33
H 0.728 7.257 -9.549 -0.45 0.29 -0.23 0.30
H -1.018 7.234 -9.031 0.24 -0.19 -0.34 0.37
H 1.395 8.054 -7.533 -0.05 0.08 -0.01 0.30
H -0.281 8.305 -7.059 0.03 0.01 -0.16 0.42
H 1.204 6.610 -5.660 0.03 -0.37 -0.03 0.42
H -0.475 6.177 -6.057 0.08 -0.15 -0.02 0.40
C 6.056 -6.481 3.165 -0.81 1.34 -0.05 -1.34
C 4.857 -5.478 3.151 0.09 -0.58 0.52 -0.14
C 3.923 -5.829 1.995 -0.19 0.78 -0.26 -0.98
N 2.826 -4.769 1.754 0.28 -0.01 -0.39 1.06
C 2.118 -4.458 3.099 0.83 1.60 -0.28 -1.35
C 1.774 -5.228 0.681 -0.35 0.34 0.53 -1.03
C 1.897 -4.302 -0.512 -0.67 -0.21 -0.77 0.69
C 2.445 -2.994 -0.010 1.60 -0.66 1.00 1.44
C 3.484 -3.491 1.056 -1.14 1.11 0.60 -1.06
H 6.464 -6.346 2.163 0.52 -0.73 0.10 0.34
H 5.761 -7.502 3.408 -0.03 0.05 -0.34 0.33
H 6.789 -6.161 3.906 0.01 -0.01 -0.13 0.39
H 5.231 -4.468 2.982 0.20 0.05 -0.13 0.30
H 4.383 -5.418 4.130 -0.24 -0.31 -0.08 0.37
H 3.417 -6.794 2.016 0.12 0.02 0.45 0.54
H 4.573 -5.805 1.121 -0.35 -0.16 -0.32 0.34
H 2.726 -3.775 3.692 0.44 0.19 -0.46 0.44
H 1.994 -5.267 3.818 -0.39 -0.66 -1.00 0.36
H 1.235 -3.855 2.888 -0.22 -0.54 -0.02 0.54
H 0.770 -5.074 1.075 0.23 0.14 0.61 0.25
H 1.796 -6.296 0.464 0.71 0.06 0.09 0.34
H 0.914 -4.127 -0.949 -0.05 -0.22 -0.04 -0.79
H 2.504 -4.707 -1.321 0.23 -0.07 0.14 0.26
H 1.714 -2.312 0.426 -0.03 -0.13 0.03 -0.14
H 2.986 -2.490 -0.811 -0.13 0.25 0.11 -0.68
H 3.709 -2.711 1.783 -0.50 -0.22 0.45 0.12
H 4.473 -3.661 0.628 -0.27 -1.06 -0.17 0.25
N -4.463 2.085 5.551 -0.72 1.49 2.32 0.05
S -5.250 2.738 6.888 0.39 0.00 4.02 0.89
O -6.134 1.760 7.584 2.30 1.98 -1.70 -0.57
O -5.637 4.147 6.948 0.77 -2.79 -0.44 -0.56
F -3.847 2.742 7.744 -0.91 -0.30 -0.13 -0.30
S -5.606 2.396 4.559 -4.28 2.22 -5.77 1.02
O -5.977 3.821 4.319 1.17 -3.39 0.88 -0.62
O -6.691 1.443 4.606 0.40 0.50 0.57 -0.72
F -4.973 2.001 3.148 1.05 -0.10 0.42 -0.23
N 3.013 -1.029 3.647 -4.20 0.03 0.99 -0.21
S 3.818 0.098 3.050 6.28 5.25 -1.54 0.88
O 4.004 1.294 3.890 -0.93 -2.02 -1.40 -0.64
O 3.707 0.372 1.626 -0.49 -0.70 0.62 -0.17
F 5.311 -0.540 3.086 -0.86 -0.53 0.19 -0.39
S 1.587 -0.065 3.899 -2.08 -1.77 5.11 0.71
O 1.056 0.601 2.777 0.24 0.14 -1.35 -0.34
O 1.495 0.620 5.186 0.72 -1.63 -2.34 -0.59
F 0.537 -1.342 4.124 1.49 0.94 -0.54 -0.24
N -1.648 -1.660 -3.016 5.64 -1.60 -1.18 0.36
S -2.584 -0.976 -3.992 -6.11 3.69 -2.11 0.79
O -3.572 -1.899 -4.547 1.65 1.13 -0.42 -0.68
O -2.094 0.208 -4.760 -0.89 -3.37 1.69 -0.53
F -3.472 -0.377 -2.804 0.07 0.72 -0.17 -0.28
S -0.377 -2.000 -4.105 1.49 -3.07 0.33 0.26
O 0.619 -0.981 -4.342 -1.48 -0.74 0.31 -0.15
O -0.715 -2.986 -5.139 0.02 2.43 1.22 -0.62
F 0.426 -3.033 -3.121 -0.23 0.71 0.49 -0.10
C -3.898 4.900 1.719 -1.46 -0.91 -0.51 -1.18
C -2.714 3.995 1.315 -0.41 3.65 1.31 1.00
O -1.880 3.950 2.228 2.18 -1.35 1.74 -0.70
O -2.508 3.720 0.146 0.02 -1.38 -2.62 -0.78
H -4.773 4.590 1.148 -0.28 -0.04 0.05 0.39
H -3.794 5.953 1.457 0.66 0.04 -0.12 0.23
H -4.153 4.847 2.777 0.20 -0.12 -0.10 0.18
C -2.385 -4.822 4.131 -0.24 0.19 -0.06 -1.04
C -3.536 -3.885 3.674 -1.10 1.85 1.97 0.70
O -3.883 -2.906 4.427 1.64 -0.58 0.61 -0.62
O -4.221 -4.133 2.692 0.27 -1.53 -2.50 -0.70
H -1.690 -4.333 4.815 -0.18 0.07 0.09 0.22
H -1.803 -5.281 3.332 -0.12 0.20 -0.41 0.17
H -2.865 -5.663 4.631 0.00 0.03 0.25 0.38
```
Forces are in eV/Å.

Its HOMO-LUMO gap (spin up / spin down) is 0.0746 / 0.2204 hartree. For the LUMO energy (spin up / spin down), the calculation gives -2.21 / -2.31 eV. Its charge is +1. Its spin multiplicity is 2.

---

Density functional theory data (ωB97M-V/def2-TZVPD) for one molecule with the formula C6H15NO.

XYZ file:
```
23
Properties=species:S:1:pos:R:3:forces:R:3:mulliken_charge:R:1
C 0.411 -0.919 -2.393 -0.85 1.61 -0.17 -0.80
C -1.057 -0.432 -2.147 0.67 -0.59 -1.63 -0.59
N -1.154 0.706 -1.263 -0.46 -1.16 0.22 -0.27
C -1.391 0.384 0.162 0.26 1.06 -0.42 -0.43
C -0.405 1.122 1.075 -0.24 0.51 -0.31 -0.87
C 0.919 0.446 1.290 0.46 -1.12 -1.12 0.91
C 0.779 -0.776 2.167 -0.11 0.11 1.91 -1.44
O 1.792 1.446 1.799 0.09 -0.45 0.18 -0.55
H 0.448 -1.959 -2.654 0.30 -0.47 -0.09 0.32
H 0.880 -0.289 -3.152 -0.11 -0.30 -0.37 0.31
H 0.979 -0.646 -1.525 0.37 -0.61 0.74 0.11
H -1.604 -1.329 -1.817 -0.24 0.71 0.33 0.35
H -1.483 -0.159 -3.144 0.13 -0.26 0.66 0.33
H -0.415 1.360 -1.465 0.15 0.03 0.46 0.26
H -2.427 0.697 0.319 0.12 0.03 0.63 0.31
H -1.362 -0.685 0.412 0.17 0.03 -0.51 0.24
H -0.841 1.242 2.061 -0.20 0.27 0.21 0.35
H -0.140 2.124 0.686 -0.56 -0.31 0.09 0.28
H 1.325 0.042 0.330 -0.19 0.64 0.29 -0.25
H 0.261 -1.594 1.725 -0.52 -0.49 -0.96 0.38
H 0.152 -0.540 3.050 0.48 0.06 -0.12 0.30
H 1.702 -1.246 2.532 0.12 0.53 -0.15 0.38
H 2.631 1.003 1.952 0.15 0.21 0.13 0.37
```
Forces are in eV/Å.

Its HOMO-LUMO gap is 0.3426 hartree. For the LUMO energy, the calculation gives 0.91 eV. The SMILES is CCNCC[C@H](C)O.

---

| no. | F_max (eV/A) |
| --- | --- |
| 1 | 0.086 |
| 2 | 8.332 |
| 3 | 1.916 |